Computed, not measured: a structure of composition C42H48ClF6N9O6PtS3, with wB97M-V/def2-TZVPD.

Summary:
LUMO energy (spin up / spin down) in eV: -4.7 / -7.8
Relative energy (zero: lowest compared OMol25 entry of this formula, charge and spin) in kJ/mol: 0.0
Total energy in Eh: -4946.1182
HOMO level (spin up / spin down) in eV: -12.38 / -12.38
Total charge: +2
Spin multiplicity: 5
HOMO-LUMO gap (spin up / spin down) in eV: 7.7 / 4.6

Structure (XYZ):
```
116
C42H48ClF6N9O6PtS3, DFT wB97M-V/def2-TZVPD
Pt -1.2339 0.2521 -1.1681
C -6.1872 -3.0484 3.2135
C -5.1925 -2.6817 2.1592
C -4.3494 -3.6387 1.5884
C -3.4231 -3.2783 0.6433
C -3.2821 -1.9382 0.2070
N -2.3650 -1.6552 -0.7637
C -2.2318 -2.6113 -1.7619
C -3.3834 -3.1549 -2.3579
C -3.2906 -4.0560 -3.3916
C -2.0453 -4.4577 -3.8834
C -1.9422 -5.3948 -5.0454
C -0.8993 -3.9327 -3.2901
C -0.9840 -3.0310 -2.2452
N 0.2035 -2.6070 -1.6042
C 1.3640 -3.2861 -1.4926
C 2.2919 -2.4417 -0.9316
C 1.6062 -1.2419 -0.7323
N 0.3480 -1.3510 -1.1391
C -4.1209 -0.9706 0.8073
C -5.0489 -1.3516 1.7587
N -4.0560 0.3891 0.4282
C -5.0054 1.3317 0.6208
C -4.4057 2.5632 0.5355
C -3.0603 2.2888 0.2871
N -2.8542 0.9785 0.2225
H -6.4263 -4.1091 3.1809
H -7.1079 -2.4776 3.1023
H -5.7820 -2.8282 4.2037
H -4.4171 -4.6705 1.9054
H -2.7567 -4.0197 0.2263
H -4.3478 -2.8033 -2.0218
H -4.1941 -4.4403 -3.8448
H -2.7664 -6.1057 -5.0498
H -1.0043 -5.9468 -5.0320
H -1.9869 -4.8361 -5.9824
H 0.0718 -4.2301 -3.6624
H 1.4350 -4.3169 -1.7909
H 3.3114 -2.6676 -0.6787
H 1.9678 -0.3179 -0.3187
H -5.6720 -0.6009 2.2237
H -6.0274 1.0611 0.8169
H -4.8743 3.5256 0.6255
H -2.2469 2.9695 0.1075
O 0.5816 1.1535 -2.1309
S 0.8441 1.4960 -3.6196
C 2.4080 0.6336 -3.9692
C 3.4703 1.7010 -4.2274
C 3.1129 2.8784 -3.3263
C 1.6302 3.1218 -3.5713
H 2.2469 -0.0577 -4.7927
H 2.6042 0.0677 -3.0577
H 3.4375 2.0126 -5.2727
H 4.4670 1.3051 -4.0369
H 3.7011 3.7676 -3.5476
H 3.2833 2.6188 -2.2778
H 1.4410 3.5667 -4.5497
H 1.0946 3.6987 -2.8216
C 3.4507 -0.0418 2.0875
C 4.1966 1.2932 2.0147
C 4.2542 1.7437 0.5466
C 5.6424 1.0198 2.4558
C 3.5806 2.4364 2.8968
O 4.3759 3.6197 2.6778
C 3.5792 2.2448 4.4351
C 2.5000 1.4792 5.2163
C 2.6239 -0.0211 5.2774
C 3.8189 -0.6333 5.6537
C 3.9497 -2.0117 5.6649
C 2.8624 -2.7960 5.3072
Cl 3.0169 -4.5236 5.2899
C 1.6476 -2.2157 4.9788
C 1.5382 -0.8343 4.9706
C 2.2287 3.0017 2.3883
N 1.1996 2.0913 1.8950
C 0.8014 1.9487 0.6398
N -0.1813 1.0558 0.5949
C -0.3493 0.6829 1.8928
N 0.4668 1.3008 2.7034
H 3.9625 -0.7577 1.4396
H 2.4157 0.0145 1.7551
H 3.4513 -0.4613 3.0870
H 4.8482 1.0306 -0.0266
H 4.7153 2.7245 0.4463
H 3.2672 1.7817 0.0800
H 6.0795 0.2732 1.7922
H 5.6997 0.6148 3.4650
H 6.2739 1.9060 2.3903
H 5.1632 3.5778 3.2317
H 3.5453 3.2720 4.8084
H 4.5629 1.8697 4.7224
H 1.5043 1.7417 4.8600
H 2.5600 1.8633 6.2388
H 4.6702 -0.0306 5.9441
H 4.8809 -2.4783 5.9527
H 0.8008 -2.8436 4.7395
H 0.5928 -0.3767 4.7117
H 2.4551 3.6595 1.5501
H 1.7766 3.6091 3.1716
H 1.1836 2.4949 -0.2027
H -1.0836 -0.0314 2.2221
F -4.1963 2.0529 -5.1427
C -3.5081 0.9308 -5.2458
F -2.4802 1.0875 -6.0568
F -4.2877 -0.0309 -5.7008
S -2.9274 0.3928 -3.5439
O -1.6580 -0.3055 -3.6845
O -4.0165 -0.3449 -2.9815
N -2.6992 1.6628 -2.5839
S -2.1179 3.1153 -3.0035
O -1.2352 3.5490 -1.9587
O -1.7178 3.1899 -4.3725
C -3.6452 4.1962 -2.8273
F -3.6302 4.7740 -1.6295
F -4.7545 3.4878 -2.9424
F -3.6058 5.1243 -3.7668
```